Record 1
A cluster of 2 separate species, C3H7NO2 in total. Source: the OMol25 dataset; level of theory: ωB97M-V/def2-TZVPD.

XYZ file:
```
13
Properties=species:S:1:pos:R:3
N 2.702 0.335 0.413
C 1.364 0.376 0.163
O 0.820 1.174 -0.577
O 0.730 -0.608 0.826
H 3.020 -0.220 1.191
H 3.224 1.160 0.169
H -0.215 -0.534 0.588
C -2.206 0.163 -0.041
C -1.698 -0.729 -0.890
H -1.858 1.193 -0.055
H -2.959 -0.104 0.696
H -1.996 -1.774 -0.882
H -0.929 -0.433 -1.600
```

Computed properties:
- Energy relative to the best compared isomer or geometry (same formula, charge and spin): 18.6 kcal per mole
- SMILES string: NC(=O)O.C=C
- Spin multiplicity: 1
- Highest occupied orbital energy: -10.2826 eV

natural (NBO) atomic charge list, values in e, 2 entries:
1 N -0.840
2 C 0.878

=====

Record 2
A cluster of 2 separate species, CH3INOP in total in a non-equilibrium geometry. Source: the OMol25 dataset; level of theory: ωB97M-V/def2-TZVPD.

XYZ file:
```
8
Properties=species:S:1:pos:R:3
O 1.589 2.644 0.128
C 1.353 1.516 0.047
N 1.267 0.331 -0.054
P 0.104 -0.828 -0.641
H -0.087 -1.023 0.799
H 1.284 -1.590 -0.893
I -3.203 -0.946 -0.188
H -2.307 -0.105 0.802
```

Computed properties:
- Energy relative to the best compared isomer or geometry (same formula, charge and spin): 25.8 kcal per mole
- SMILES string: O=C=NP.I
- Spin multiplicity: 1
- Highest occupied orbital energy: -9.3066 eV

natural (NBO) atomic charge list, values in e, 2 entries:
1 O -0.515
2 C 0.851

=====

Record 3
A structure of composition C12H17LaN6O7P3 in a non-equilibrium geometry. Source: the OMol25 dataset; level of theory: ωB97M-V/def2-TZVPD.

XYZ file:
```
46
Properties=species:S:1:pos:R:3
La 0.748 -0.593 -1.806
C 1.117 1.712 3.121
N 1.347 1.840 1.680
C 2.479 2.360 1.094
C 2.290 2.253 -0.247
N 1.079 1.661 -0.496
C 0.532 1.412 0.683
P -1.220 0.925 0.897
C -1.788 1.344 -0.786
N -1.278 0.952 -1.941
C -2.029 1.545 -2.921
C -3.005 2.304 -2.350
N -2.843 2.170 -0.996
C -3.678 2.816 0.027
C -1.209 -0.891 0.706
N -1.308 -1.505 -0.460
C -1.475 -2.841 -0.179
C -1.461 -3.030 1.165
N -1.312 -1.780 1.722
C -1.194 -1.501 3.154
H 1.612 2.531 3.634
H 1.507 0.767 3.491
H 0.050 1.776 3.321
H 3.295 2.752 1.679
H 2.940 2.562 -1.046
H -1.834 1.396 -3.971
H -3.784 2.914 -2.775
H -4.448 3.389 -0.480
H -3.079 3.488 0.636
H -4.152 2.067 0.656
H -1.597 -3.569 -0.962
H -1.538 -3.919 1.768
H -1.794 -2.218 3.708
H -1.575 -0.503 3.360
H -0.157 -1.577 3.475
O 2.455 -1.301 -3.619
P 3.581 -1.262 -2.407
O 4.941 -1.206 -2.904
O 2.929 -0.186 -1.552
O 3.279 -2.664 -1.624
P 1.899 -3.164 -0.936
O 1.673 -1.977 0.206
O 2.020 -4.468 -0.308
O 0.799 -2.788 -1.916
H 2.801 -1.835 -4.345
H 2.384 -2.156 0.842
```

Computed properties:
- Energy relative to the best compared isomer or geometry (same formula, charge and spin): 0.0 kcal per mole
- Spin multiplicity: 1
- Highest occupied orbital energy: -12.3228 eV
- Charge: +1

Mulliken atomic charge list, values in e, 2 entries:
1 La 1.266
2 C -0.831

=====

Record 4
A structure of composition C5H16N8Na2O7Pb in a non-equilibrium geometry. Source: the OMol25 dataset; level of theory: ωB97M-V/def2-TZVPD.

XYZ file:
```
39
Properties=species:S:1:pos:R:3
Na 3.403 -1.318 0.251
Na 3.647 2.071 1.005
Pb 1.227 -0.242 3.655
C 1.258 0.513 0.636
O 2.058 0.747 -0.289
O 1.082 -0.612 1.224
O 0.986 1.526 1.380
C -1.766 3.425 -0.506
O -2.748 3.766 -1.157
N -0.575 3.061 -1.041
N -1.919 3.209 0.842
H 0.063 2.474 -0.534
H -0.791 2.858 -2.011
H -1.161 2.669 1.228
H -2.727 3.478 1.366
C -2.090 -1.183 3.244
O -1.097 -0.991 3.999
N -2.017 -0.944 1.908
N -3.261 -1.686 3.644
H -1.145 -0.741 1.455
H -2.895 -1.030 1.429
H -3.441 -1.847 4.622
H -3.994 -1.753 2.962
C 2.194 0.845 -3.805
O 2.662 0.728 -4.929
N 0.866 0.764 -3.477
N 2.973 1.294 -2.797
H 0.621 0.932 -2.524
H 0.186 0.582 -4.193
H 2.610 1.347 -1.847
H 3.931 1.571 -2.901
C 0.245 -3.657 -0.482
O 0.235 -4.819 -0.874
N -0.675 -2.763 -0.913
N 1.188 -3.203 0.378
H -0.488 -1.775 -0.934
H -1.373 -3.108 -1.551
H 0.995 -2.271 0.704
H 1.732 -3.918 0.831
```

Computed properties:
- Spin multiplicity: 1
- Highest occupied orbital energy: -13.9098 eV
- Charge: +2

natural (NBO) atomic charge list, values in e, 2 entries:
1 Na 0.974
2 Na 0.994

=====

Record 5
A structure of composition C26H60F9O13Y in a non-equilibrium geometry. Source: the OMol25 dataset; level of theory: ωB97M-V/def2-TZVPD.

XYZ file:
```
109
Properties=species:S:1:pos:R:3
Y -0.904 0.958 15.041
C -2.811 4.056 15.922
O -3.452 3.411 17.008
O -2.234 2.997 15.160
C -3.772 5.084 15.240
F -3.255 5.675 14.134
F -4.910 4.557 14.849
F -4.170 6.105 16.012
C -3.404 4.118 18.287
C -4.059 3.172 19.280
H -3.376 2.339 19.447
H -4.260 3.651 20.238
H -5.045 2.877 18.922
H -3.985 5.039 18.219
H -2.400 4.322 18.659
H -1.972 4.633 16.310
C 1.351 2.414 17.794
O 2.402 1.423 17.604
O 0.279 2.003 16.968
C 1.085 2.556 19.340
F 2.158 2.966 20.024
F 0.144 3.454 19.675
F 0.703 1.398 19.883
C 3.550 1.949 16.900
C 4.504 0.752 16.700
H 4.063 0.017 16.026
H 5.439 1.104 16.264
H 4.630 0.335 17.699
H 4.105 2.700 17.461
H 3.329 2.301 15.893
H 1.669 3.375 17.391
C 2.188 -0.570 13.639
O 2.675 0.766 13.415
O 0.862 -0.421 14.077
C 2.478 -1.497 12.381
F 1.720 -2.585 12.523
F 2.180 -1.007 11.176
F 3.772 -1.938 12.274
C 4.013 0.939 12.978
C 4.367 2.406 12.845
H 4.172 3.044 13.707
H 5.438 2.511 12.675
H 3.891 2.904 12.000
H 4.202 0.453 12.021
H 4.711 0.406 13.624
H 2.732 -1.009 14.475
C 0.663 4.387 12.546
C 1.016 3.832 13.922
O 0.653 2.463 14.019
H 1.238 3.845 11.796
H 0.822 5.458 12.414
H -0.359 4.122 12.275
H 0.413 4.412 14.620
H 2.055 4.048 14.173
H 1.488 2.023 13.842
C -5.804 1.385 13.935
C -5.348 0.913 12.520
O -4.631 -0.315 12.694
H -5.029 1.553 14.683
H -6.510 0.651 14.324
H -6.403 2.288 13.823
H -4.740 1.651 11.997
H -6.212 0.620 11.923
H -5.181 -1.030 12.368
C 0.809 -4.751 14.660
C -0.206 -5.764 15.313
O -1.421 -5.654 14.630
H 1.710 -4.626 15.261
H 0.303 -3.790 14.573
H 1.119 -5.051 13.659
H -0.258 -5.586 16.387
H -0.013 -6.829 15.184
H -2.104 -5.449 15.274
C -4.762 0.059 17.460
C -3.257 -0.280 17.582
O -2.581 0.677 16.860
H -5.343 -0.572 18.132
H -5.161 -0.104 16.459
H -4.935 1.114 17.674
H -3.087 -1.299 17.235
H -2.940 -0.150 18.617
H -2.945 1.535 17.089
C -2.029 -2.576 13.110
C -2.389 -2.051 14.514
O -2.525 -0.678 14.394
H -2.689 -2.066 12.408
H -2.056 -3.663 13.027
H -1.021 -2.281 12.819
H -1.596 -2.249 15.236
H -3.268 -2.541 14.932
H -3.349 -0.532 13.924
C 0.487 -2.222 18.589
C 0.573 -1.983 17.101
O -0.013 -0.713 16.766
H -0.535 -2.190 18.968
H 1.093 -1.561 19.208
H 0.842 -3.206 18.894
H 0.059 -2.771 16.551
H 1.638 -1.932 16.873
H 0.238 -0.010 17.369
C -0.303 1.416 10.773
C -1.420 0.792 11.559
O -1.667 1.483 12.758
H 0.067 0.688 10.050
H 0.565 1.561 11.417
H -0.512 2.336 10.227
H -1.149 -0.252 11.719
H -2.396 0.766 11.075
H -2.118 2.316 12.603
```

Computed properties:
- Energy relative to the best compared isomer or geometry (same formula, charge and spin): 0.0 kcal per mole
- Spin multiplicity: 1
- Highest occupied orbital energy: -8.4176 eV

Mulliken atomic charge list, values in e, 2 entries:
1 Y 0.020
2 C -0.746

=====

Record 6
A cluster of 3 separate species, C33H49N3O11PS in total in a non-equilibrium geometry. Source: the OMol25 dataset; level of theory: ωB97M-V/def2-TZVPD.

XYZ file:
```
98
Properties=species:S:1:pos:R:3
C 5.927 -1.234 0.601
C 5.067 -1.824 -0.621
C 5.983 -1.688 -1.955
C 5.343 -0.559 -2.894
C 5.786 0.939 -2.502
C 4.600 1.751 -1.773
C 4.811 3.311 -2.089
C 4.015 4.277 -1.052
C 2.556 4.687 -1.619
C 1.422 3.647 -1.129
N 1.153 3.605 0.253
N 0.218 2.751 0.660
S -0.103 2.793 2.402
C -0.568 1.809 -0.062
C -1.648 0.806 0.519
C -3.158 1.267 0.233
C -4.136 0.006 0.501
O -3.850 -1.110 -0.379
C -3.481 -2.300 0.367
C -0.358 1.760 -1.629
N -1.114 0.883 -2.513
C -0.475 -0.463 -2.695
C -0.626 -0.852 -4.265
C -2.165 -1.145 -4.666
C -2.453 -2.706 -4.320
C 0.709 2.753 -2.223
P 1.092 2.891 -4.083
O -0.368 3.344 -4.852
O 1.736 1.439 -4.712
H 6.820 -1.952 0.746
H 6.375 -0.205 0.409
H 5.268 -1.276 1.531
H 4.142 -1.183 -0.798
H 4.827 -2.911 -0.369
H 7.050 -1.427 -1.603
H 6.061 -2.698 -2.491
H 4.213 -0.705 -2.920
H 5.744 -0.738 -3.958
H 6.031 1.520 -3.468
H 6.709 0.948 -1.826
H 3.606 1.359 -2.170
H 4.725 1.623 -0.638
H 4.456 3.615 -3.138
H 5.936 3.564 -2.039
H 3.955 3.845 0.001
H 4.625 5.251 -0.995
H 2.533 4.833 -2.748
H 2.286 5.680 -1.102
H -0.903 3.918 2.660
H -1.505 -0.186 -0.057
H -1.531 0.545 1.618
H -3.489 2.062 0.995
H -3.303 1.710 -0.811
H -4.044 -0.378 1.587
H -5.233 0.290 0.365
H -2.458 -2.223 0.876
H -4.233 -2.592 1.172
H -3.404 -3.201 -0.348
H -2.078 0.758 -2.181
H 0.597 -0.535 -2.321
H -1.126 -1.239 -2.140
H -0.323 0.081 -4.864
H 0.068 -1.707 -4.563
H -2.890 -0.443 -4.127
H -2.342 -1.010 -5.796
H -2.864 -2.710 -3.242
H -1.445 -3.246 -4.398
H -3.187 -3.200 -5.039
H -0.765 4.021 -4.247
H 1.998 0.814 -4.001
C -9.160 -3.608 0.617
C -7.828 -3.615 0.537
C -7.010 -4.615 1.281
O -5.795 -4.603 1.168
C -7.711 -5.581 2.131
C -9.043 -5.572 2.215
C -9.863 -4.590 1.449
O -11.077 -4.623 1.535
O -9.707 -6.459 3.001
O -7.161 -2.708 -0.230
H -9.766 -2.889 0.080
H -7.104 -6.290 2.680
H -10.654 -6.249 2.888
H -6.214 -2.923 -0.123
C 4.054 1.331 5.823
C 2.821 1.295 5.315
C 1.625 1.607 6.153
O 0.513 1.584 5.652
C 1.842 1.929 7.566
C 3.076 1.961 8.075
C 4.272 1.676 7.232
O 5.383 1.733 7.725
O 3.291 2.255 9.383
O 2.608 0.971 4.005
H 4.929 1.109 5.227
H 0.966 2.135 8.166
H 4.260 2.215 9.503
H 1.640 1.015 3.878
```

Computed properties:
- Spin multiplicity: 1
- Highest occupied orbital energy: -11.2863 eV
- Charge: +1

Mulliken atomic charge list, values in e, 2 entries:
1 C -1.117
2 C -0.101

=====

Record 7
A cluster of 2 separate species, C15H30IN2O4 in total in a non-equilibrium geometry. Source: the OMol25 dataset; level of theory: ωB97M-V/def2-TZVPD.

XYZ file:
```
52
Properties=species:S:1:pos:R:3
C -4.772 -3.027 -1.104
C -4.324 -2.087 -0.200
C -2.997 -2.138 0.459
I -1.590 -1.385 -1.034
O -2.519 -3.432 0.765
C -2.906 -3.869 1.999
O -3.824 -3.372 2.598
N -2.063 -4.875 2.454
C -2.547 -5.494 3.710
C -1.852 -5.973 1.502
C -2.907 -6.289 0.478
O -0.859 -6.631 1.616
H -4.963 -4.044 -0.768
H -4.936 -2.796 -2.152
H -4.957 -1.258 0.121
H -2.909 -1.442 1.288
H -3.209 -6.341 3.520
H -1.677 -5.897 4.224
H -3.011 -4.764 4.361
H -3.057 -5.470 -0.221
H -3.849 -6.585 0.940
H -2.534 -7.135 -0.094
C -0.077 2.659 -0.457
C 1.321 2.688 0.126
N 2.400 2.116 -0.767
C 2.092 0.660 -0.984
C 3.727 2.129 -0.034
C 4.333 3.478 0.314
C 2.470 2.732 -2.148
C 2.628 4.236 -2.283
O 1.533 4.919 -1.723
C 1.837 6.178 -1.130
H -0.420 1.641 -0.635
H -0.759 3.108 0.264
H -0.163 3.226 -1.379
H 1.351 2.089 1.037
H 1.607 3.700 0.391
H 1.992 0.177 -0.016
H 2.909 0.216 -1.546
H 1.171 0.568 -1.548
H 4.420 1.558 -0.651
H 3.546 1.564 0.880
H 4.896 3.897 -0.516
H 5.055 3.325 1.115
H 3.609 4.208 0.668
H 1.551 2.431 -2.647
H 3.306 2.240 -2.646
H 2.656 4.438 -3.361
H 3.573 4.590 -1.877
H 2.790 6.578 -1.479
H 1.865 6.079 -0.040
H 1.045 6.876 -1.390
```

Computed properties:
- Energy relative to the best compared isomer or geometry (same formula, charge and spin): 0.0 kcal per mole
- Spin multiplicity: 1
- Highest occupied orbital energy: -10.2543 eV
- Charge: +1

natural (NBO) atomic charge list, values in e, 2 entries:
1 C -0.365
2 C -0.251

=====

Record 8
A structure of composition C7H10. Source: the OMol25 dataset; level of theory: ωB97M-V/def2-TZVPD.

XYZ file:
```
17
Properties=species:S:1:pos:R:3
C -1.518 1.163 0.694
C -0.320 0.339 0.227
C 1.261 0.621 0.016
C 1.095 -0.659 -0.873
C -0.290 -0.098 -1.252
C 0.767 -1.651 0.240
C -0.152 -1.002 0.954
H -2.419 0.663 0.302
H -1.636 1.191 1.784
H -1.546 2.190 0.318
H 1.894 0.467 0.896
H 1.611 1.499 -0.546
H 1.810 -0.948 -1.648
H -1.075 -0.780 -1.601
H -0.218 0.778 -1.910
H 1.336 -2.539 0.487
H -0.571 -1.233 1.929
```

Computed properties:
- Energy relative to the best compared isomer or geometry (same formula, charge and spin): 49.2 kcal per mole
- Spin multiplicity: 1
- Highest occupied orbital energy: -8.7843 eV

natural (NBO) atomic charge list, values in e, 2 entries:
1 C -0.612
2 C -0.071

=====

Record 9
The molecule C6H6O2 in a non-equilibrium geometry. Source: the OMol25 dataset; level of theory: ωB97M-V/def2-TZVPD.

XYZ file:
```
14
Properties=species:S:1:pos:R:3
C -2.308 0.442 -0.291
C -1.829 -0.163 0.973
C -0.460 -0.520 0.647
C -0.195 -0.080 -0.557
O -1.300 0.446 -1.286
C 1.236 -0.005 -0.904
C 1.844 -0.265 0.377
O 0.775 -0.703 1.400
H -3.332 0.943 -0.380
H -2.337 0.082 1.826
H 1.441 -0.772 -1.620
H 1.565 1.100 -1.099
H 2.495 0.661 0.739
H 2.405 -1.167 0.174
```

Computed properties:
- Energy relative to the best compared isomer or geometry (same formula, charge and spin): 72.1 kcal per mole
- SMILES string: c1cc2c(o1)CCO2
- Spin multiplicity: 1
- Highest occupied orbital energy: -8.1949 eV

natural (NBO) atomic charge list, values in e, 2 entries:
1 C 0.095
2 C -0.328